# 1
Molecular formula: C4H10O2
Method: DFT, wB97M-V/def2-TZVPD

```
16
Properties=species:S:1:pos:R:3:mulliken_charge:R:1
C 0.88 2.66 1.32 -1.17
C 0.47 1.82 0.20 -0.14
C 0.95 0.58 0.12 0.53
C 0.43 -0.59 -0.73 -0.99
O 1.71 -0.16 0.98 -0.54
H 0.05 3.46 1.53 0.29
H 1.90 3.00 1.37 0.35
H 0.56 2.20 2.28 0.31
H -0.41 2.22 -0.47 0.22
H 0.95 -0.91 -1.66 0.25
H -0.55 -0.29 -1.16 0.28
H 0.28 -1.47 -0.04 0.25
H 2.44 0.46 1.45 0.34
O -3.29 -4.69 -1.62 -0.64
H -2.44 -4.30 -1.64 0.31
H -3.92 -3.99 -1.91 0.32
```

The SMILES is C/C=C(/C)O.O. The value obtained for the total energy is -8403.0330 eV. As for the frontier orbital gap: 9.400 eV. For the energy above the lowest of the compared OMol25 structures with the same formula, charge and spin, the calculation gives 57.97 kcal per mole.

=====

# 2
Molecular formula: C20H17BrMgN7O5S2
Method: DFT, wB97M-V/def2-TZVPD

```
53
Properties=species:S:1:pos:R:3:mulliken_charge:R:1
Mg 0.35 -1.95 -0.27 0.74
C 4.52 -1.46 -1.50 -0.99
O 3.36 -0.70 -1.88 -0.37
C 3.09 0.35 -1.14 -0.29
C 3.74 0.81 -0.07 -0.58
C 1.93 2.49 -0.81 0.06
Br 2.94 3.84 -1.75 -0.01
C 0.52 2.88 -0.54 -0.94
C -0.28 1.82 -0.67 -0.30
C 0.54 0.56 -0.90 1.13
O -0.10 -0.42 -1.73 -0.84
C -1.72 1.70 -0.56 -0.07
N -2.33 0.57 -0.81 -0.19
C -3.68 0.82 -0.66 0.46
C -4.78 -0.03 -0.81 -0.84
C -6.03 0.51 -0.60 -0.56
C -6.20 1.87 -0.25 -0.40
C -5.13 2.72 -0.10 -1.13
C -3.86 2.17 -0.31 0.64
N -2.59 2.70 -0.26 -0.06
H 5.40 -0.82 -1.46 0.41
H 4.64 -2.22 -2.27 0.29
H 4.35 -1.94 -0.54 0.37
H 4.60 0.40 0.43 0.58
H 0.23 3.89 -0.29 0.50
H -1.07 -0.28 -1.58 0.50
H -4.64 -1.06 -1.08 0.43
H -6.91 -0.11 -0.71 0.41
H -7.20 2.25 -0.10 0.40
H -5.26 3.76 0.16 0.40
H -2.36 3.66 -0.03 0.21
N 0.11 -4.32 2.80 -0.31
C 0.42 -3.02 2.96 0.50
N 0.61 -2.16 1.98 -0.21
C 0.91 -0.90 2.51 -0.50
C 0.94 -0.81 3.85 -0.32
S 0.58 -2.34 4.55 -0.20
C 1.17 0.19 1.52 1.31
C 1.85 1.35 1.86 -0.94
S 2.89 2.13 0.74 -0.17
C 1.85 1.13 -1.56 1.47
N 0.75 -0.17 0.33 -0.24
N 1.72 1.17 -2.98 -0.57
H 0.19 -4.77 1.91 0.13
H 0.07 -4.91 3.61 0.22
H 1.13 0.06 4.47 0.41
H 2.06 1.63 2.89 0.37
H 0.90 1.66 -3.30 0.35
H 2.55 1.51 -3.44 0.34
O 1.70 -3.22 -0.77 -0.64
N 0.82 -4.09 -0.41 1.22
O 1.13 -5.19 0.00 -0.58
O -0.41 -3.70 -0.46 -0.60
```

As for the total charge: +1. The value obtained for the total energy is -138835.5082 eV. As for the frontier orbital gap: 7.868 eV. For the energy above the lowest of the compared OMol25 structures with the same formula, charge and spin, the calculation gives 26.44 kcal per mole.

=====

# 3
Molecular formula: C2H5BrOS
Method: DFT, wB97M-V/def2-TZVPD

```
10
Properties=species:S:1:pos:R:3:mulliken_charge:R:1
C 0.14 0.60 -0.18 -1.08
C -0.91 -0.33 0.43 0.23
O -0.87 -0.37 1.79 -0.47
S -0.81 -2.10 -0.32 -0.05
Br -2.72 0.26 -0.11 -0.20
H 0.22 0.64 -1.32 0.32
H 0.14 1.54 0.26 0.38
H 1.08 0.09 0.20 0.30
H -1.67 -0.99 2.19 0.38
H 0.31 -2.35 0.18 0.19
```

Its multiplicity is 3. The value obtained for the total energy is -85074.7519 eV. As for the frontier orbital gap (spin up / spin down): 5.549 / 6.680 eV. For the energy above the lowest of the compared OMol25 structures with the same formula, charge and spin, the calculation gives 47.35 kcal per mole.